ORCA calculation (wB97M-V/def2-TZVPD) on a 2-piece molecular cluster, C13H27F3NO5P overall in a non-equilibrium geometry.

The geometry in XYZ format:
```
50
Properties=species:S:1:pos:R:3:forces:R:3
C 5.879 -2.313 1.359 0.35 0.49 1.14
O 5.450 -1.106 0.634 -1.19 -2.24 -0.61
C 4.367 -1.397 -0.318 -0.13 0.68 -1.68
C 4.329 -0.123 -1.392 1.15 -0.06 0.66
C 3.770 1.272 -0.733 -0.41 0.06 -0.91
C 2.135 1.331 -0.548 0.42 1.23 0.67
C 1.671 0.998 1.009 -0.80 -0.13 -0.60
C 0.341 -0.013 1.030 0.85 -0.62 1.08
C -0.828 0.509 2.075 0.26 0.23 -0.87
C -2.105 1.244 1.334 -0.17 0.39 1.14
C -3.460 0.880 2.221 0.45 0.80 -0.55
C -4.078 -0.615 1.891 0.25 0.77 1.45
P -4.991 -0.712 0.191 1.44 -1.03 0.40
C -3.766 -1.082 -1.275 0.50 1.09 0.30
O -4.579 -1.331 -2.474 1.68 -4.19 -0.21
C -4.362 -2.673 -3.035 -1.16 -0.47 -3.00
F -2.932 -3.015 -3.286 -5.20 1.07 1.56
F -5.010 -2.655 -4.400 2.36 -0.02 5.11
F -5.099 -3.761 -2.288 3.07 3.78 -2.16
H 5.342 -3.296 1.010 1.08 1.94 0.52
H 5.632 -2.118 2.509 0.54 -0.65 -2.37
H 7.050 -2.381 1.245 -2.38 -0.10 0.19
H 4.611 -2.368 -0.959 -0.43 1.86 1.47
H 3.321 -1.536 0.199 1.97 0.26 -0.74
H 3.803 -0.436 -2.398 0.73 0.70 2.16
H 5.471 0.074 -1.667 -2.38 -0.54 0.55
H 4.053 2.156 -1.479 -0.48 -1.94 1.67
H 4.303 1.458 0.294 -0.97 -0.36 -1.99
H 1.579 0.668 -1.337 1.12 1.15 1.54
H 1.804 2.458 -0.741 0.54 -2.64 0.19
H 1.321 2.014 1.514 0.98 -2.13 -1.00
H 2.555 0.501 1.627 -1.93 1.13 -1.27
H -0.042 -0.230 -0.054 0.53 0.66 2.05
H 0.724 -1.052 1.467 -0.85 2.04 -1.01
H -1.244 -0.404 2.693 0.90 1.79 -1.03
H -0.306 1.309 2.786 -1.34 -1.92 -1.32
H -2.238 0.951 0.209 0.40 0.50 2.05
H -1.952 2.418 1.391 -0.36 -2.53 -0.39
H -4.285 1.716 2.035 1.62 -1.88 0.55
H -3.106 0.909 3.354 -1.09 -0.21 -2.38
H -3.184 -1.397 1.956 -2.16 1.43 -0.42
H -4.897 -0.824 2.734 1.71 0.10 -2.04
H -5.901 -1.865 0.238 0.65 1.31 -0.16
H -5.687 0.501 -0.160 0.30 -0.87 0.36
H -3.064 -1.962 -0.956 -1.27 1.74 -0.75
H -3.192 -0.059 -1.470 -0.95 -2.39 0.45
N 0.199 4.339 -2.009 0.18 0.76 -0.67
O 0.738 3.678 -2.911 0.17 -0.41 -0.21
O 0.099 5.573 -2.118 -0.07 0.09 0.09
O -0.239 3.768 -0.997 -0.46 -0.66 0.97
```
Forces are in eV/Å.

Results
2S+1 ... 1
Frontier orbital gap ... 4.72 eV

ORCA calculation (wB97M-V/def2-TZVPD) on C3H6F2N2 as an isolated structure in a non-equilibrium geometry.

The geometry in XYZ format:
```
13
Properties=species:S:1:pos:R:3:forces:R:3
C -0.764 -0.386 -0.603 -5.01 -0.71 1.37
C -0.894 -0.242 1.000 0.82 -3.47 -0.96
C 0.567 1.120 0.223 -4.10 -0.27 -2.57
N -0.221 0.871 -0.932 -1.04 -2.12 -0.84
N 0.282 0.579 1.296 0.14 -0.23 1.88
F 1.347 1.995 -0.183 4.53 3.55 1.18
F -0.014 -1.534 -1.073 -1.21 2.14 0.93
H 2.761 -1.436 -0.313 -0.60 1.53 0.72
H -1.923 -0.496 -0.798 2.49 -0.21 -1.04
H -1.910 0.043 1.397 1.18 0.80 -0.73
H -0.880 -1.322 1.382 0.81 1.42 -0.11
H 2.487 -0.761 0.016 0.69 -1.56 -0.70
H -0.839 1.568 -1.411 1.31 -0.88 0.88
```
Forces are in eV/Å.

Results
2S+1 ... 1
Frontier orbital gap ... 10.93 eV
Energy above the lowest of the compared OMol25 structures with the same formula, charge and spin ... 2.826 eV